# 1
{"formula": "C20H29N3O2S2", "method": "wB97M-V/def2-TZVPD", "species": ["C", "H", "H", "H", "C", "N", "C", "C", "N", "C", "C", "H", "H", "H", "H", "C", "C", "C", "C", "C", "S", "H", "H", "H", "H", "C", "N", "S", "O", "O", "C", "C", "C", "C", "C", "C", "H", "H", "C", "H", "H", "H", "H", "H", "H", "C", "H", "H", "H", "H", "H", "H", "H", "H", "H", "H"], "coordinates": [[-5.5541, -0.0423, 1.4602], [-5.8012, -0.4220, 0.4719], [-5.4496, 1.0383, 1.4048], [-6.3767, -0.2738, 2.1318], [-4.2667, -0.6875, 1.9870], [-3.0637, -0.4693, 1.2110], [-2.6220, 0.9099, 1.1465], [-1.2123, 0.9488, 0.5606], [-1.2565, 0.3934, -0.7769], [-1.6744, -0.9912, -0.7030], [-3.0874, -1.0384, -0.1198], [-3.7629, -0.4872, -0.7963], [-3.4249, -2.0757, -0.0539], [-1.0145, -1.5860, -0.0483], [-1.6753, -1.4255, -1.7035], [-0.1050, 0.7012, -1.6037], [-0.4886, 0.6484, -3.0515], [-1.7278, 0.4974, -3.5904], [-1.7444, 0.5854, -5.0022], [-0.5179, 0.8202, -5.5254], [0.6852, 0.9450, -4.2991], [-0.2314, 0.9305, -6.5520], [-2.6358, 0.4798, -5.5943], [-2.6080, 0.3440, -2.9956], [0.1407, 1.7483, -1.3762], [1.1958, -0.0925, -1.2498], [2.3943, 0.6940, -1.4654], [2.7490, 1.8831, -0.3508], [3.8799, 2.5882, -0.8742], [1.5860, 2.6502, 0.0154], [3.2317, 0.8721, 1.0346], [2.4828, 0.8741, 2.1937], [2.8640, 0.0603, 3.2469], [3.9899, -0.7502, 3.1443], [4.7307, -0.7313, 1.9649], [4.3540, 0.0773, 0.9083], [4.9137, 0.1114, -0.0123], [5.6080, -1.3556, 1.8789], [4.4175, -1.6101, 4.2930], [3.5713, -1.8651, 4.9257], [5.1452, -1.0738, 4.9025], [4.8869, -2.5250, 3.9400], [2.2834, 0.0542, 4.1577], [1.6171, 1.5153, 2.2524], [2.5315, 1.0023, -2.4160], [1.3691, -1.4334, -1.9606], [0.5419, -2.1007, -1.7435], [1.4344, -1.2930, -3.0358], [2.2932, -1.8946, -1.6203], [1.1698, -0.2642, -0.1670], [-0.5449, 0.3702, 1.2231], [-0.8495, 1.9762, 0.5133], [-3.2778, 1.5284, 0.5117], [-2.6143, 1.3241, 2.1570], [-4.4119, -1.7703, 2.0544], [-4.0676, -0.3134, 2.9958]], "smiles": "CCN1CCN([C@H](c2cccs2)[C@@H](C)NS(=O)(=O)c2ccc(C)cc2)CC1", "homo_ev": -8.37, "gap_ev": 9.04}

---

# 2
{"formula": "C63H147N21O21", "method": "wB97M-V/def2-TZVPD", "species": ["C", "O", "N", "C", "C", "H", "H", "H", "H", "H", "H", "H", "C", "O", "N", "C", "C", "H", "H", "H", "H", "H", "H", "H", "C", "O", "N", "C", "C", "H", "H", "H", "H", "H", "H", "H", "C", "O", "N", "C", "C", "H", "H", "H", "H", "H", "H", "H", "C", "O", "N", "C", "C", "H", "H", "H", "H", "H", "H", "H", "C", "O", "N", "C", "C", "H", "H", "H", "H", "H", "H", "H", "C", "O", "N", "C", "C", "H", "H", "H", "H", "H", "H", "H", "C", "O", "N", "C", "C", "H", "H", "H", "H", "H", "H", "H", "C", "O", "N", "C", "C", "H", "H", "H", "H", "H", "H", "H", "C", "O", "N", "C", "C", "H", "H", "H", "H", "H", "H", "H", "C", "O", "N", "C", "C", "H", "H", "H", "H", "H", "H", "H", "C", "O", "N", "C", "C", "H", "H", "H", "H", "H", "H", "H", "C", "O", "N", "C", "C", "H", "H", "H", "H", "H", "H", "H", "C", "O", "N", "C", "C", "H", "H", "H", "H", "H", "H", "H", "C", "O", "N", "C", "C", "H", "H", "H", "H", "H", "H", "H", "C", "O", "N", "C", "C", "H", "H", "H", "H", "H", "H", "H", "C", "O", "N", "C", "C", "H", "H", "H", "H", "H", "H", "H", "C", "O", "N", "C", "C", "H", "H", "H", "H", "H", "H", "H", "C", "O", "N", "C", "C", "H", "H", "H", "H", "H", "H", "H", "C", "O", "N", "C", "C", "H", "H", "H", "H", "H", "H", "H", "C", "O", "N", "C", "C", "H", "H", "H", "H", "H", "H", "H"], "coordinates": [[-2.3704, 1.7282, 5.0760], [-1.6135, 1.0825, 4.2834], [-3.5972, 2.1411, 4.6497], [-4.0309, 1.9692, 3.2658], [-4.6273, 2.5700, 5.6125], [-2.0097, 1.9035, 6.1018], [-3.1359, 1.8558, 2.6222], [-4.4265, 2.8702, 2.9124], [-4.7179, 1.1305, 3.0200], [-5.4747, 1.8640, 5.7318], [-4.1669, 2.6059, 6.5933], [-5.0095, 3.5534, 5.3411], [-4.0929, -2.6152, 2.4740], [-4.0323, -1.4531, 2.1772], [-3.3053, -3.1644, 3.4392], [-3.3514, -4.5822, 3.6687], [-2.2366, -2.3578, 4.1263], [-4.7669, -3.3363, 2.0334], [-3.8030, -4.8002, 4.6879], [-2.4098, -5.0935, 3.6596], [-4.0599, -5.0284, 2.9499], [-2.2647, -1.3548, 3.6362], [-2.4630, -2.3820, 5.2115], [-1.2362, -2.7922, 4.0339], [1.2450, 2.5400, -3.5842], [0.3131, 3.2887, -3.2732], [2.1378, 2.7348, -4.5821], [3.3193, 1.8349, -4.6002], [2.0966, 3.8616, -5.4088], [1.4363, 1.6197, -2.9522], [3.1117, 0.7849, -4.9027], [3.8971, 1.8961, -3.6812], [4.0423, 2.2508, -5.3297], [2.0209, 3.5493, -6.4327], [1.2327, 4.4890, -5.1204], [3.0010, 4.4634, -5.3060], [4.5870, -4.2987, 1.2609], [5.4211, -5.1677, 1.1469], [4.6983, -3.0949, 0.6418], [3.5501, -2.2420, 0.3736], [5.8947, -2.9627, -0.2888], [3.6963, -4.3742, 1.9079], [3.3388, -2.2423, -0.6830], [3.6619, -1.1929, 0.7272], [2.6036, -2.5740, 0.8665], [6.7259, -3.6447, -0.0573], [5.5914, -3.0896, -1.3220], [6.2894, -1.9337, -0.1691], [-3.2841, 0.7893, -0.5059], [-3.3157, 1.9972, -0.3920], [-3.0199, 0.1354, -1.6503], [-3.1951, -1.2742, -1.7435], [-2.9478, 0.9377, -2.9725], [-3.3571, 0.0338, 0.2680], [-4.1420, -1.4354, -2.3118], [-3.3015, -1.6428, -0.7290], [-2.4131, -1.8834, -2.2487], [-2.5400, 1.9262, -2.6887], [-2.2765, 0.5550, -3.7312], [-3.9419, 1.0774, -3.3992], [0.7621, -5.5822, 2.3267], [-0.1840, -5.5709, 3.1186], [1.5339, -6.6829, 2.0970], [2.5807, -6.7083, 1.1291], [1.3168, -7.9312, 2.8637], [1.0582, -4.7311, 1.7001], [2.5178, -5.9440, 0.3405], [2.6087, -7.6124, 0.5843], [3.6140, -6.5922, 1.5336], [2.2341, -8.3703, 3.2113], [0.6961, -7.5725, 3.7116], [0.7337, -8.6679, 2.3514], [2.0281, 5.6331, 1.0364], [1.6638, 4.6079, 1.5880], [1.4499, 6.2099, -0.1285], [1.8123, 7.5634, -0.5911], [0.1945, 5.7037, -0.5752], [2.8361, 6.2818, 1.3791], [1.6098, 7.5983, -1.6646], [2.9230, 7.7047, -0.5298], [1.3916, 8.4143, -0.0425], [0.2803, 4.6831, -0.8951], [-0.5562, 5.6945, 0.2049], [-0.2154, 6.3253, -1.4018], [-4.9090, 4.9586, -1.8839], [-5.7973, 4.8021, -1.1162], [-3.5928, 5.1386, -1.6399], [-2.6923, 5.4053, -2.7581], [-3.0064, 5.1021, -0.2798], [-5.1127, 4.9683, -2.9685], [-2.1833, 6.3586, -2.6266], [-3.2937, 5.4938, -3.7219], [-1.8821, 4.6370, -2.8512], [-3.7668, 4.9556, 0.4163], [-2.1574, 4.4057, -0.1835], [-2.7719, 6.1936, -0.0963], [3.4145, -1.3905, -3.3458], [3.5309, -2.3702, -4.0721], [4.4840, -0.6867, -2.9206], [4.3574, 0.2487, -1.8344], [5.8137, -0.9213, -3.4996], [2.4212, -1.0648, -2.9882], [4.7778, 1.2171, -2.0362], [4.7610, -0.1709, -0.9013], [3.3062, 0.3893, -1.5420], [5.8385, -1.0237, -4.5499], [6.3528, 0.0422, -3.3001], [6.3098, -1.7400, -2.9929], [-6.4211, 4.4774, 2.4860], [-5.2598, 4.7340, 2.7822], [-6.8395, 3.4964, 1.5886], [-8.2288, 3.4925, 1.1038], [-5.8701, 2.6499, 0.8023], [-7.1987, 5.0920, 2.9158], [-8.8735, 4.0681, 1.7934], [-8.5797, 2.4917, 0.9611], [-8.2700, 3.9756, 0.1228], [-6.1370, 2.5715, -0.2359], [-4.8597, 3.0926, 0.7304], [-5.8419, 1.6933, 1.3102], [-5.8989, -3.8190, -0.7852], [-4.7480, -3.6547, -0.4721], [-6.8878, -2.8544, -0.6552], [-8.2393, -3.1397, -1.0473], [-6.6655, -1.4869, -0.2405], [-6.2900, -4.7397, -1.2521], [-8.6379, -2.4044, -1.7439], [-8.9301, -3.1240, -0.1956], [-8.2509, -4.1530, -1.4382], [-6.2906, -0.8741, -1.0575], [-7.5909, -1.0627, 0.0494], [-5.9479, -1.3605, 0.5523], [3.6952, 0.6407, 4.6716], [4.0460, 0.5918, 5.8420], [2.8319, 1.5376, 4.1622], [2.2836, 2.5530, 5.1026], [2.2969, 1.4114, 2.7770], [4.1341, -0.0607, 3.8864], [2.4337, 3.5128, 4.6426], [2.8735, 2.4308, 5.9597], [1.2382, 2.4664, 5.3418], [2.7277, 0.5528, 2.2447], [1.2256, 1.2188, 2.8465], [2.5035, 2.3067, 2.1874], [5.9039, 5.7876, 0.1076], [4.8261, 6.3769, 0.0380], [6.0809, 4.5412, 0.6199], [7.4385, 4.0776, 0.8565], [5.0457, 3.8979, 1.4110], [6.8648, 6.2811, -0.2235], [7.8344, 4.3530, 1.8270], [8.1248, 4.4471, 0.0381], [7.4375, 2.9926, 0.6766], [4.0646, 3.9960, 0.9224], [5.3038, 2.8648, 1.2920], [5.0540, 4.1492, 2.4580], [-1.9976, 5.4971, 5.3439], [-1.2537, 4.5536, 5.5953], [-2.1719, 5.9832, 4.1279], [-2.9739, 7.1214, 3.8709], [-1.5370, 5.3148, 2.9817], [-2.5539, 6.0306, 6.1296], [-2.4914, 7.6801, 3.0793], [-3.0158, 7.7372, 4.8051], [-3.9708, 6.7759, 3.5374], [-1.1021, 4.3882, 3.2965], [-2.3499, 5.1552, 2.2932], [-0.7383, 5.9418, 2.5690], [2.3780, -7.2810, -2.3658], [1.8418, -8.2095, -1.7674], [3.7325, -7.1060, -2.2964], [4.3374, -5.8780, -2.8216], [4.5679, -7.9526, -1.3623], [1.8565, -6.5319, -3.0308], [4.4419, -5.0907, -2.0745], [3.6693, -5.5338, -3.6164], [5.2670, -6.1181, -3.3773], [5.0440, -7.3017, -0.5690], [3.8499, -8.7170, -1.0288], [5.3920, -8.3999, -1.9685], [-0.0963, -5.6247, -0.7919], [0.4592, -4.6210, -1.2151], [-1.2302, -5.6189, -0.0463], [-1.9543, -6.8409, 0.2151], [-1.8038, -4.2616, 0.2296], [0.2485, -6.6396, -1.0273], [-2.6103, -7.1262, -0.6512], [-2.6459, -6.7823, 1.0373], [-1.2698, -7.6928, 0.3958], [-1.9949, -3.6808, -0.6691], [-2.7471, -4.4212, 0.7524], [-1.1104, -3.7386, 0.9310], [-3.7131, -4.7375, -3.3767], [-4.9347, -4.8436, -3.3458], [-2.9023, -5.3811, -4.2117], [-1.4145, -5.1390, -4.1843], [-3.4245, -6.3944, -5.1783], [-3.1665, -4.0955, -2.6623], [-0.8135, -6.0848, -4.0552], [-1.1794, -4.4645, -3.3647], [-1.0340, -4.6484, -5.0790], [-2.8571, -6.2484, -6.0941], [-3.2159, -7.4311, -4.8319], [-4.4964, -6.2896, -5.4644], [1.7529, -0.7976, -6.7705], [1.9930, 0.0712, -7.5917], [0.7458, -0.7590, -5.8236], [0.2674, -1.9959, -5.1852], [-0.0563, 0.4010, -5.6991], [2.3375, -1.6949, -6.6768], [-0.6872, -2.3928, -5.5377], [0.0315, -1.8062, -4.1119], [1.0462, -2.7333, -5.3349], [-0.2827, 0.5531, -4.6618], [0.4586, 1.1842, -6.2277], [-1.0528, 0.2552, -6.1757], [2.3058, -2.7237, 4.6396], [1.9072, -2.5893, 3.4560], [1.7662, -2.1090, 5.7115], [2.1064, -2.3825, 7.0307], [0.5931, -1.1755, 5.5678], [3.1464, -3.3469, 4.9127], [3.0565, -2.9489, 7.1216], [1.3231, -3.0066, 7.5475], [2.2990, -1.4812, 7.6716], [-0.2333, -1.5472, 6.1681], [0.9183, -0.2126, 6.0256], [0.3616, -0.9728, 4.5084], [0.1926, -0.6350, -1.0314], [0.4825, -0.3481, -2.2020], [0.1061, 0.1333, 0.0427], [-0.3519, -0.5788, 1.1891], [0.2110, 1.6024, -0.1132], [0.0968, -1.6902, -0.7810], [0.3970, -1.2123, 1.6924], [-1.2866, -1.1307, 0.9328], [-0.7850, 0.0776, 1.9856], [-0.2709, 2.0676, 0.7347], [1.2619, 1.8784, -0.0965], [-0.2658, 1.8859, -1.0670], [3.2026, 4.2534, -2.1450], [3.4159, 3.2430, -1.5028], [4.1967, 4.9420, -2.7664], [5.6057, 4.4953, -2.7491], [3.9578, 6.3020, -3.1221], [2.2167, 4.7394, -2.1114], [5.9428, 3.9538, -3.6478], [5.8447, 3.9454, -1.8381], [6.2094, 5.3554, -2.6587], [4.2632, 7.0719, -2.4229], [4.4388, 6.6134, -4.0778], [2.9200, 6.4764, -3.3229]], "homo_ev": -8.58, "relative_energy_kcal_mol": 278.59, "gap_ev": 8.89}